Entry 1:
The molecule C5H10N2O3 at a distorted geometry. Source: the Open Molecules 2025 dataset; level of theory: wB97M-V/def2-TZVPD.

Geometry as XYZ:
```
20
Properties=species:S:1:pos:R:3:forces:R:3
C 1.5695 1.0281 1.5707 0.450 -0.205 0.268
C 0.5502 0.6708 0.5268 -0.718 -0.463 -1.772
N 0.9892 -0.5947 -0.1537 -0.599 -0.021 0.068
C 0.1317 -1.3413 -0.9944 -0.486 3.210 0.909
O 0.4793 -1.8878 -2.0115 0.116 -0.592 0.632
C -1.4369 -1.1953 -0.6266 2.560 -1.586 -0.183
N -1.6951 -1.6178 0.7786 -1.779 0.759 -1.170
C 0.2209 1.7992 -0.5313 0.014 1.234 2.998
O -0.0298 2.9786 -0.3216 0.687 -1.188 0.522
O 0.0721 1.3022 -1.7030 0.286 -1.610 -2.104
H 1.4808 0.2356 2.3004 0.212 -0.138 0.425
H 1.2685 1.9449 2.0456 0.158 0.509 0.184
H 2.6540 1.0696 1.2662 -1.261 0.093 -0.150
H -0.4813 0.5219 0.9623 1.247 -0.173 -0.017
H 2.0007 -0.6390 -0.3314 -0.851 -0.038 -0.218
H -1.6993 -1.8732 -1.4321 -1.246 -0.301 0.141
H -1.8562 -0.2153 -0.8406 0.278 0.082 0.161
H -1.3840 -2.5612 0.9225 0.314 -0.423 -0.042
H -2.7357 -1.6805 0.8267 1.051 0.087 0.362
H -0.0986 2.0552 -2.2536 -0.432 0.763 -1.014
```
Forces are in eV/Å.

Calculated values
Charge: 0
Lowest unoccupied orbital energy in eV: 0.7
Energy above the lowest of the compared OMol25 structures with the same formula, charge and spin in eV: 1.393
Molecular weight in g mol⁻¹: 146.146
Orbital gap in eV: 10.25
HOMO energy in eV: -9.59

---

Entry 2:
A structure of composition C4H7NOS2 at a distorted geometry. Source: the Open Molecules 2025 dataset; level of theory: wB97M-V/def2-TZVPD.

Geometry as XYZ:
```
15
Properties=species:S:1:pos:R:3:forces:R:3
C 1.6131 0.1726 1.9531 0.145 -0.747 2.941
C -0.0282 -0.3339 -0.2467 -2.523 -4.457 -0.321
C -1.2290 0.2628 -0.8416 -0.359 3.790 -1.523
C -1.0780 1.4657 -1.9085 0.390 -0.873 -0.541
H 1.6053 -1.0877 2.2078 0.413 3.946 -1.076
H 2.6076 0.7690 2.2324 -1.798 -1.891 -0.862
H 0.8803 0.6590 2.7647 1.071 -1.120 -2.224
H 0.0283 -3.4700 0.0817 1.525 3.526 1.313
H -2.2662 2.0647 -1.8421 4.328 -1.569 -0.506
H 0.0208 2.0607 -1.4992 -3.723 -1.243 -1.653
H -0.8454 0.9133 -3.1397 -0.749 1.964 3.962
N -0.3621 -1.6139 -0.1694 0.873 1.195 -0.218
O 0.4670 -2.5386 0.4058 -0.755 -2.701 -1.072
S 1.2611 0.6475 0.1976 1.942 0.466 1.676
S -2.6745 0.0288 -0.1960 -0.779 -0.287 0.104
```
Forces are in eV/Å.

Calculated values
Charge: 0
Lowest unoccupied orbital energy in eV: -0.3
Energy above the lowest of the compared OMol25 structures with the same formula, charge and spin in eV: 6.896
Molecular weight in g mol⁻¹: 149.240
Orbital gap in eV: 7.84
HOMO energy in eV: -8.16